(1)
Here is a molecular structure, C45H89BMnN7Si6Te from OMol25. Energies are from wB97M-V/def2-TZVPD.

```
! RIJCOSX wB97M-V def2-TZVPD def2/J DEFGRID3
* xyz -1 6
Te 1.4213 -2.1847 -2.7782
Mn 0.1709 -0.1143 0.5919
Si 2.9546 -3.3611 -4.2859
Si 5.2586 -2.8927 -4.2649
Si 2.2184 -3.0306 -6.4791
Si 3.4773 -0.3365 1.2955
Si 2.7494 -5.6319 -3.7746
Si 2.1380 2.6948 1.9623
N -2.7597 -1.0571 0.4960
N -2.2560 -0.2178 2.8041
N -1.6018 1.3139 -0.2532
N 2.0056 1.1636 -1.4744
N -0.9118 -0.3672 2.9584
N -2.4202 1.4041 0.8262
N -1.6765 -1.8758 0.5167
C 3.9651 -6.7551 -4.7101
C -3.9351 3.0058 1.9745
C 3.2740 2.9556 3.4634
C 0.3189 2.7580 2.5630
C -0.7294 -0.6955 4.2436
C -1.1076 -4.7558 -1.6823
C 5.7577 -1.0806 -4.0839
C 1.6991 -0.1162 4.3795
C -3.7364 -1.5748 -0.2705
C 3.0176 -5.9409 -1.9260
C -1.2330 -4.2609 -0.2357
C 2.2810 4.3377 1.0140
C 3.9262 2.3759 -0.7643
C -2.5858 3.3219 -0.2280
C 6.2712 -3.8875 -3.0021
C 0.5856 -1.0179 4.9078
C 0.4824 -0.7907 6.4213
C 2.2876 1.5306 -2.7286
C -3.0106 2.6094 0.8729
C 5.9953 -3.4160 -5.9427
C -3.2957 -2.7970 -0.7287
C -2.9088 -0.4433 3.9587
C -1.9651 -0.7549 4.9066
C -2.0812 3.4659 -3.1542
C -1.7115 2.4656 -0.9226
C 4.5905 -0.8474 -0.1400
C 0.9096 -2.5047 4.6761
C 2.4391 1.1727 0.9097
C 2.2651 -1.7828 1.3652
C -4.3917 -0.3847 4.1346
C 0.1557 -4.1201 0.3751
C -2.0043 -2.9605 -0.1945
C 1.0172 -6.2691 -4.2017
C -1.0696 2.7383 -2.2628
C 0.1644 3.6251 -2.0433
C 2.6936 -1.2925 -7.0670
C -2.0389 -5.2840 0.5835
C -5.0239 -0.8731 -0.5524
C 3.3360 2.3567 -3.0722
C 2.8796 -4.2823 -7.7453
C 4.1890 2.7756 -2.0562
C 2.7928 1.5874 -0.4786
C 0.3355 -3.1583 -6.6137
C -0.6849 1.4187 -2.9410
C 4.6625 -0.3162 2.7923
B -2.9467 0.1091 1.4795
H -4.1175 0.2434 1.6927
H 3.8589 -6.6213 -5.7915
H -5.5333 -1.3716 -1.3744
H 4.0089 -0.9372 -1.0641
H 5.0016 -6.5167 -4.4508
H -4.7857 0.6118 3.9273
H 1.3672 -1.5270 1.9461
H 1.6330 1.1315 -3.4942
H 3.8004 -7.8141 -4.4880
H 4.6418 0.6403 3.3207
H -1.5283 -6.2502 0.5839
H -0.1874 1.6161 -3.8912
H -0.5583 -4.0287 -2.2821
H 1.6692 0.8433 4.8955
H 0.6801 3.8168 -2.9872
H 1.0281 -2.7229 3.6158
H 2.5635 -5.2938 -7.4719
H 2.6451 -2.7325 1.7533
H -0.1407 3.7341 2.3773
H 2.3255 -0.5451 -6.3569
H 3.7813 -1.1792 -7.1256
H 5.6851 -0.4835 2.4454
H 3.1713 4.3899 0.3842
H 3.9724 -4.2763 -7.7854
H 2.9311 3.8006 4.0685
H 0.0026 -4.1804 -6.4071
H 1.4154 4.4888 0.3619
H -4.8943 -1.0876 3.4684
H 2.2759 -1.0616 -8.0515
H 5.7111 -4.4420 -6.1993
H 1.8367 -2.7692 5.1930
H 7.0885 -3.3700 -5.9223
H 2.4688 -5.1992 -1.3370
H 5.3151 -0.4770 -4.8821
H 6.2664 -3.4155 -2.0177
H 0.8347 -7.2616 -3.7787
H -0.1283 4.5817 -1.6003
H -4.6361 -0.6457 5.1631
H -2.3215 4.4581 -2.7636
H 0.1881 2.5254 3.6231
H 5.0401 -1.8241 0.0619
H -1.6678 3.5802 -4.1584
H 4.5925 2.6424 0.0481
H -0.1535 -2.5046 -5.8862
H 5.0548 3.3908 -2.2735
H -3.0079 2.8919 -3.2254
H 5.8742 -4.9002 -2.8846
H -2.1443 -4.9454 1.6179
H -2.1403 -0.9951 5.9421
H 0.8833 -6.3356 -5.2865
H 3.3221 2.0771 4.1093
H 0.1030 -3.1289 5.0675
H 1.4779 -0.8751 6.8643
H 0.7601 -3.4644 -0.2493
H 0.8587 3.1295 -1.3672
H 0.2537 -5.5887 -3.8147
H 2.3213 5.1735 1.7188
H -3.8419 -3.4818 -1.3574
H 5.4216 -0.6595 -3.1354
H 6.8455 -0.9685 -4.1384
H -0.0121 0.8405 -2.3164
H -2.8752 4.3259 -0.4937
H 2.6750 -6.9358 -1.6254
H 5.6489 -2.7637 -6.7505
H -2.0914 -4.9097 -2.1343
H 2.5023 -4.0726 -8.7505
H 1.5833 0.0763 3.3153
H 7.3108 -3.9756 -3.3306
H -0.1589 -1.5335 6.9013
H 4.2959 3.1735 3.1351
H -0.5634 -5.7040 -1.7044
H 3.5035 2.6458 -4.1015
H -4.8856 2.4715 1.8986
H 4.0763 -5.8533 -1.6620
H -0.0127 -2.8847 -7.6147
H 0.6448 -5.0956 0.4257
H -4.8423 0.1680 -0.8260
H 1.9696 -1.9475 0.3198
H 0.0947 -3.6991 1.3826
H -1.5720 0.8108 -3.1316
H -0.2628 2.0319 2.0095
H 0.0905 0.2038 6.6454
H -5.6823 -0.8763 0.3189
H -3.4950 2.7709 2.9454
H -4.1322 4.0751 1.9257
H 4.4257 -1.1051 3.5115
H -3.0380 -5.4170 0.1625
H 2.6731 -0.5708 4.5506
H 5.3983 -0.1277 -0.3141
*
```

The HOMO-LUMO gap (alpha / beta) is 5.83 / 5.83 eV. The calculation puts the LUMO energy (alpha / beta) at 2.127 / 2.127 eV. The calculation puts the HOMO energy (alpha / beta) at -3.71 / -3.70 eV.


(2)
Here is 15 unconnected molecules or ions with the total composition C45H90O45 from OMol25. Energies are from wB97M-V/def2-TZVPD.

```
! RIJCOSX wB97M-V def2-TZVPD def2/J DEFGRID3
* xyz 0 1
O -6.0587 -2.7027 -3.8184
O 1.9092 -3.5817 -3.0497
O 4.3770 -3.4410 -5.4962
O 3.6281 0.2183 0.1736
O -0.5776 4.1608 -1.1824
O 4.9189 -3.2637 -3.3958
O 1.6207 4.8890 5.6318
O 2.3487 3.2123 8.5144
O 3.1855 2.3186 0.2206
O 1.3175 4.9541 -2.2657
O 3.0781 1.2344 2.1480
O 2.4813 -3.7109 3.7984
O 2.4183 1.5329 -6.2240
O -5.2463 -1.4865 -2.2079
O -2.0587 4.1500 -4.6816
O -0.5205 5.4999 -5.1862
O 0.5154 0.1334 0.3342
O 0.5212 6.0040 -0.5174
O 0.2267 3.5503 9.3720
O -1.3811 -2.6784 -4.1828
O 0.9665 3.9486 3.7267
O -1.3125 -1.1624 0.3696
O -4.1304 -1.6165 -4.1681
O -2.7551 -4.3395 -4.6854
O -2.9901 4.0603 1.0667
O 0.8929 -4.7651 4.9588
O 1.5357 5.2266 9.0713
O 1.5518 -4.6889 0.9679
O -4.1299 2.1446 0.6629
O 4.7577 -5.3258 -4.2582
O 3.4482 0.9945 -4.4470
O -2.9896 0.9729 5.6398
O -0.8389 1.2624 5.9130
O 1.1973 0.6729 -4.5151
O -0.3867 -4.1174 1.7850
O -2.0998 4.9175 -6.7474
O -1.1749 0.4037 1.7928
O 2.3717 -5.9219 3.6305
O -4.5277 3.7720 -0.6457
O -2.6429 -3.4641 -2.5418
O 0.0435 -6.3114 1.3068
O -1.4671 -0.5843 4.9500
O 0.8584 -5.4648 -2.7271
O 1.2276 -4.7987 -4.8476
O -0.4482 5.0698 5.1109
C -1.2615 -2.1661 -5.5166
C -3.2214 3.3778 -4.9162
C 3.2404 1.2158 0.9514
C 2.8196 5.7807 8.7559
C 0.4416 5.0248 -1.4222
C -4.1182 1.7125 2.0802
C -0.6608 1.7019 2.2194
C -1.8516 0.5291 5.5250
C 1.8211 -2.5627 4.3640
C 3.1661 -1.1145 0.7718
C -4.2002 5.0840 -1.0555
C -5.0629 -1.9112 -3.4687
C 1.4252 -4.6812 -3.6764
C -1.5851 4.8927 -5.6772
C 0.1548 6.4478 -6.0000
C -3.8381 3.4140 0.4548
C -4.2080 -0.6001 -1.7165
C 4.0275 -4.3001 -6.6459
C 4.7721 -4.1403 -4.3831
C 5.1111 -3.8670 -2.0744
C 0.3519 -5.1545 1.3138
C -2.3099 -3.5797 -3.9123
C -5.9442 -3.2667 -5.1192
C 2.2724 1.0177 -5.0210
C 2.4994 -5.6422 0.4915
C -1.6141 4.7324 4.3323
C 0.5180 -6.8419 -3.1379
C 0.6992 4.5442 4.7313
C 0.5286 1.0825 5.6725
C 2.9671 4.5353 5.2301
C -0.5340 -0.1825 0.8314
C 3.4264 0.7666 -3.0432
C -0.4218 6.0082 0.5837
C 1.4168 3.9218 8.9248
C -0.2248 2.2123 9.2100
C 1.8922 -4.8880 4.0374
C 2.0634 -2.3685 -3.8362
C -3.4611 -4.4990 -2.1990
C 3.0835 3.5788 0.8334
C -2.4870 -1.2578 4.2176
C 0.3297 -6.0215 5.3145
C -0.4982 2.8872 -1.9883
C -0.7322 -2.0141 -0.5880
C -1.7857 -4.4818 1.9236
C 1.3250 1.5981 -7.1372
H -4.6204 5.8364 -0.3895
H 1.3398 -2.4447 -4.6968
H -1.0587 2.4475 1.6157
H 2.7465 -0.0605 -2.6997
H 1.3856 -7.4818 -3.2438
H 2.9865 3.5086 4.7949
H 0.1581 -6.6578 4.4259
H -5.1055 1.3551 2.2968
H -3.3588 -1.5126 4.8577
H 0.6091 1.5061 9.1039
H 2.7295 6.4143 7.8912
H -2.9260 -5.3955 -2.2835
H 3.2746 5.3003 4.5322
H 3.5862 -1.8125 0.0583
H 3.9924 4.0853 0.6419
H 3.5382 -1.3826 1.7587
H -0.5473 -1.5089 -1.5652
H 1.1118 6.6310 -5.5978
H -3.3632 0.9621 2.3482
H -0.4314 -1.4629 -5.5739
H 4.8887 -4.4973 -7.2822
H -3.0290 2.4356 -4.3383
H 3.3640 -3.8199 -7.2678
H 0.3011 6.0326 -6.9468
H -2.9046 -0.6915 3.3645
H 4.4253 0.5220 -2.7282
H -3.9553 2.5639 2.7043
H -4.0171 4.0163 -4.5923
H -0.6076 -5.8461 5.9044
H 2.1478 4.0627 0.4189
H 2.4293 -1.6792 4.0100
H 1.1244 -6.5500 5.8525
H 3.3652 6.2305 9.5705
H 2.8944 3.4613 1.8884
H 0.0287 -6.8160 -4.1106
H 0.4880 2.4908 -1.7632
H -1.0044 1.7950 3.2101
H 0.4378 1.6009 2.2774
H -3.2913 -0.8432 -2.1804
H -0.2171 -7.1438 -2.3660
H 3.6011 -5.2145 -6.2310
H -1.0082 -2.9877 -6.1967
H -3.7392 -4.3632 -1.1879
H -2.1515 3.8650 4.7202
H -6.7505 -4.0153 -5.1333
H -4.4247 -4.4965 -2.6946
H -1.3888 5.7746 0.1184
H 0.2360 -2.2774 -0.1713
H -2.1721 -1.6372 -5.8807
H -1.3508 -2.8644 -0.6364
H -0.3286 5.0797 1.2200
H 0.9722 0.1946 5.9968
H -1.3016 2.2139 -1.7541
H -0.9445 2.2276 8.4161
H -0.4133 7.3523 -6.1364
H 2.1477 -6.6584 0.6037
H -0.3363 6.9197 1.1316
H 0.7743 1.1644 4.5880
H 1.6326 1.9878 -8.1420
H 1.0614 1.8852 6.1283
H -2.1842 5.6177 4.4642
H 0.7923 -2.5565 4.1529
H -2.2711 -3.4760 1.9934
H -6.0508 -2.4923 -5.8507
H -2.0965 -5.0432 1.0283
H -1.9970 -2.1817 3.7882
H 1.0549 0.5853 -7.4248
H -0.6696 1.9900 10.1365
H 4.3373 -3.3714 -1.5296
H 6.0316 -3.5092 -1.7586
H -1.4119 4.5419 3.2920
H 0.4781 2.1847 -6.7645
H 3.6102 4.5767 6.0871
H 4.9219 -4.9557 -2.0612
H -0.6087 3.1394 -3.0267
H 1.8985 -2.6386 5.4646
H 3.3952 -5.5919 1.0979
H 1.7828 -1.5651 -3.2296
H -1.9396 -5.1465 2.7441
H 2.0490 -1.2085 0.8577
H -4.9275 -3.6198 -5.1745
H 3.5018 4.9904 8.3693
H -3.0639 5.2318 -1.1667
H -4.1157 -0.7559 -0.6532
H -4.4348 0.4639 -2.0117
H 3.0721 -2.2015 -4.1797
H -4.6876 5.3554 -2.0064
H -3.4347 3.1011 -5.9786
H 3.1222 1.6876 -2.4041
H 2.8221 -5.3567 -0.5041
*
```

The HOMO-LUMO gap is 10.80 eV. The calculation puts the LUMO energy at 0.401 eV. The calculation puts the HOMO energy at -10.40 eV.


(3)
Here is 8 unconnected molecules or ions with the total composition C45H92BrFN4O10PS from OMol25. Energies are from wB97M-V/def2-TZVPD.

```
! RIJCOSX wB97M-V def2-TZVPD def2/J DEFGRID3
* xyz 1 1
Br -1.2854 -1.7350 3.9712
S 0.1118 2.6671 1.9622
P -0.5337 4.8079 0.0628
F 0.2156 -2.1489 -3.9473
O 2.0037 2.4175 0.2370
O -9.7715 -3.7208 -4.8644
O 1.5467 3.4282 -5.3471
O -1.5262 5.1323 1.3337
O -4.5766 -3.0734 7.0517
O 3.0422 -1.7663 5.3982
O 0.0817 -5.1607 6.4406
O -4.6089 -3.8413 -3.0591
O 1.5662 7.6573 -7.0154
O 1.4039 -8.7780 5.3325
N 0.6851 0.8015 -0.5786
N -1.6527 4.7638 -1.2152
N 0.3404 4.4589 -3.6315
N -1.6433 2.1799 -0.0695
C -0.4345 -0.4011 -2.5325
C 2.8806 5.6985 -7.2329
C -2.0024 -4.8080 7.5413
C 4.1807 -0.6211 0.1305
C 2.4378 -2.2723 6.3158
C 0.4827 3.5601 -4.7645
C 0.6670 -1.3905 -2.8599
C -1.6421 1.1985 -1.2011
C -7.7506 -4.2630 -3.7253
C -9.0205 -3.4815 -3.9519
C 5.4762 5.0240 -2.1481
C -3.4690 -5.9115 -3.3195
C 3.7493 8.0334 -7.8843
C -0.7813 2.8801 -5.1879
C -0.3277 2.9241 0.2124
C 1.3399 4.0598 -2.6199
C 4.1381 3.5248 -0.5764
C -1.0793 -2.0578 2.0814
C 2.6266 7.1807 -7.3494
C -3.6009 -4.4128 -3.4078
C 4.6257 4.9694 -0.8637
C 0.0174 6.8988 -3.2517
C -4.5682 -3.4755 4.7221
C 5.4123 5.5752 0.3067
C 2.9639 -3.4701 7.0614
C -5.0181 -2.7594 5.9738
C 3.1119 -0.0379 -0.8022
C -9.3052 -2.3655 -2.9704
C 2.8665 3.5641 0.2798
C 2.2615 -8.1307 4.7810
C -2.4145 -3.6526 -3.9455
C 2.7371 -6.8080 5.3275
C -0.8138 -7.0797 7.5242
C 1.7620 -0.0501 -0.0805
C 2.9118 -8.6103 3.5047
C 5.2406 2.6814 0.0866
C -0.8176 -5.6325 7.1056
C -6.0065 -1.6316 5.8064
C -1.0202 -0.9843 -0.1848
C 1.1010 -1.7473 6.7706
C -0.5155 0.1804 -1.0884
C 0.8856 2.2592 -0.5918
C 0.6616 5.8286 -4.1122
C 1.0870 2.6467 -2.0734
C -1.0206 -0.7374 1.3195
H 0.8264 -0.8860 6.1660
H -7.6620 -5.0334 -4.4878
H 3.9874 -8.7186 3.6512
H -4.3838 -6.3385 -2.9175
H 6.2307 3.0914 -0.1199
H 2.1955 -6.5666 6.2354
H -2.1722 -3.9870 -4.9547
H 1.1426 -1.4549 7.8210
H -1.4346 2.6815 -4.3418
H 5.9005 4.0413 -2.3752
H 3.0836 -3.2277 8.1187
H 3.3980 0.9805 -1.0509
H 5.0296 5.2539 1.2771
H -1.9224 -2.6720 1.7653
H 4.8788 5.3194 -3.0115
H -1.3246 3.5667 -5.8460
H -6.2349 -1.1979 6.7762
H 2.7520 -7.8828 2.7073
H 5.1267 2.6345 1.1702
H -0.3803 -1.8494 -0.3778
H 6.4682 5.3174 0.2477
H 3.4395 9.0746 -7.9125
H -0.1219 -0.2107 1.6286
H 3.1270 5.2668 -8.2040
H 5.0761 -0.9113 -0.4160
H 4.6309 7.9325 -7.2493
H -0.5567 1.9798 -5.7568
H -1.8997 -3.7885 7.1813
H 2.3153 4.0551 -3.1145
H -9.3787 -2.7670 -1.9585
H 1.9926 5.2151 -6.8424
H -2.5454 4.3002 -1.0644
H 3.8080 -6.8582 5.5352
H 3.9236 3.0616 -1.5393
H 3.1860 3.5778 1.3252
H -3.2782 -6.3285 -4.3093
H -2.6412 -2.5898 -3.9671
H -8.4924 -1.6374 -2.9881
H 0.3603 7.8792 -3.5778
H 0.3518 -2.5347 6.6604
H 6.3092 5.7170 -2.0447
H -1.6276 1.7780 -2.1220
H -0.1457 -2.6046 1.9565
H -2.0795 -4.7995 8.6293
H -6.9248 -2.0028 5.3490
H -0.8431 -7.1474 8.6131
H -2.9235 -5.2330 7.1457
H 2.5640 -6.0186 4.5943
H -1.3760 -0.9383 -2.6941
H 5.2544 1.6617 -0.2994
H -1.0699 6.8536 -3.3393
H 2.4876 -9.5677 3.2138
H -1.5430 -3.8295 -3.3166
H 1.7449 5.9709 -4.1666
H -1.7028 -7.5783 7.1346
H -2.3623 2.8682 -0.2748
H -4.0602 -2.7677 4.0662
H -1.9437 1.7042 0.7822
H -2.5923 0.6674 -1.1556
H -5.4163 -3.9118 4.1918
H 3.7163 5.5100 -6.5564
H 3.7450 5.5938 -1.0301
H 4.4748 0.1214 0.8729
H -1.9035 -0.1658 1.6331
H -7.7667 -4.7288 -2.7390
H 0.0693 -7.5875 7.1439
H 3.0718 -0.6561 -1.6982
H 2.2488 -4.2897 6.9851
H -2.4413 4.8737 1.1995
H -2.0153 -1.2873 -0.5221
H -3.8700 -4.2623 4.9960
H 1.3905 4.8411 -1.8669
H 3.7978 -1.4813 0.6848
H -6.8867 -3.6043 -3.7720
H -0.4080 0.3967 -3.2762
H 3.9235 -3.7712 6.6475
H -5.5878 -0.8636 5.1535
H 0.2980 6.7884 -2.1993
H 1.9411 0.1034 0.9894
H 0.8800 -2.0942 -2.0570
H 1.9265 2.0096 -2.3628
H -2.6291 -6.1779 -2.6759
H 0.2939 5.9330 -5.1367
H 1.3974 -1.0769 -0.1492
H 2.3133 4.4916 0.1384
H -10.2386 -1.8755 -3.2346
H -1.0085 3.2296 2.4234
H -1.8823 5.7087 -1.5012
H 4.0202 7.7072 -8.8894
H 0.2378 2.2426 -2.6257
H 5.3485 6.6631 0.2760
H 1.5762 -0.8873 -3.1849
*
```

The HOMO-LUMO gap is 7.54 eV. The calculation puts the LUMO energy at -3.166 eV. The calculation puts the HOMO energy at -10.70 eV.